# 1
A single C5H5NO molecule in a non-equilibrium geometry, computed with wB97M-V/def2-TZVPD.

```
12
Properties=species:S:1:pos:R:3
H -3.92019 0.54088 0.61869
N -2.82166 0.54282 0.32897
C -2.29664 -0.61669 0.19655
C -0.96247 -0.72424 -0.21931
C 0.24854 -0.61600 -0.34345
O 1.11102 -0.64126 0.73691
C 2.05727 0.32090 0.45707
C 2.35587 0.65759 -0.80304
H -2.79849 -1.56014 0.21474
H 2.56004 0.82582 1.39433
H 3.19161 1.16878 -1.34279
H 1.27510 0.10153 -1.23868
```

* SMILES: [H]/N=C/C#COC=C
* frontier orbital gap (spin up / spin down): 7.920 / 7.918 eV
* highest occupied orbital energy (spin up / spin down): -8.98 / -8.98 eV
* spin multiplicity: 1

Löwdin atomic charge list, values in e, 4 entries: atom 1 (H): 0.118, atom 2 (N): 0.088, atom 3 (C): -0.274, atom 4 (C): 0.054

---

# 2
A single C5H5NO molecule in a non-equilibrium geometry, computed with wB97M-V/def2-TZVPD.

```
12
Properties=species:S:1:pos:R:3
N 3.49530 -0.17283 0.23634
C 2.42465 -0.26509 -0.19479
C 1.05261 -0.22445 -0.57717
C 0.11662 -1.07841 -0.14046
C -1.11023 -0.38705 0.32350
C -1.31396 1.00292 0.01405
O -2.37717 -0.06150 -0.14058
H 0.74670 0.65823 -1.13127
H 0.34968 -2.03962 0.30797
H -1.10542 -0.58434 1.39835
H -1.11703 1.45557 -0.94925
H -1.16175 1.69658 0.85333
```

* SMILES: N#C/C=C/[C@H]1CO1
* frontier orbital gap: 9.940 eV
* highest occupied orbital energy: -10.19 eV
* spin multiplicity: 1

Löwdin atomic charge list, values in e, 4 entries: atom 1 (N): 0.147, atom 2 (C): -0.213, atom 3 (C): -0.101, atom 4 (C): -0.003

---

# 3
A single C5H5NO molecule, computed with wB97M-V/def2-TZVPD.

```
12
Properties=species:S:1:pos:R:3
O 1.32747 -1.40365 2.56392
C 0.20006 -0.91233 -1.20524
C -1.09045 -0.44523 -0.55158
C -0.36240 0.75497 0.10858
C 0.72047 0.49649 -0.97152
C 0.16877 0.31553 1.41186
N 0.74264 -0.54990 1.95173
H -1.73408 -0.12093 -1.38169
H -1.65948 -1.14501 0.06828
H -0.85534 1.72914 0.16407
H 1.77753 0.64427 -0.72970
H 0.50167 1.04055 -1.90149
```

* frontier orbital gap: 8.411 eV
* highest occupied orbital energy: -8.96 eV
* spin multiplicity: 1

Löwdin atomic charge list, values in e, 4 entries: atom 1 (O): 0.029, atom 2 (C): 0.115, atom 3 (C): -0.196, atom 4 (C): -0.277

---

# 4
A single C5H5NO molecule in a non-equilibrium geometry, computed with wB97M-V/def2-TZVPD.

```
12
Properties=species:S:1:pos:R:3
N -2.78267 -0.45494 0.54577
C -1.63489 -0.55210 0.65377
C -0.19871 -0.64185 0.79940
C 0.58420 0.63118 0.90431
C 0.71465 -0.20693 -0.33778
C 0.16758 0.30167 -1.63173
O 0.72895 0.11832 -2.68429
H 0.13812 -1.50068 1.37258
H 0.01758 1.55461 0.82772
H 1.42342 0.66398 1.59105
H 1.61953 -0.79389 -0.45983
H -0.77776 0.88064 -1.58097
```

* SMILES: N#C[C@@H]1C[C@@H]1C=O
* frontier orbital gap: 11.045 eV
* highest occupied orbital energy: -10.34 eV
* spin multiplicity: 1

Löwdin atomic charge list, values in e, 4 entries: atom 1 (N): 0.158, atom 2 (C): -0.195, atom 3 (C): -0.226, atom 4 (C): -0.055

---

# 5
A single C5H5NO molecule in a non-equilibrium geometry, computed with wB97M-V/def2-TZVPD.

```
12
Properties=species:S:1:pos:R:3
C 0.56147 2.16781 -0.69892
C 1.54035 1.72829 -0.10581
C 0.96316 -0.59903 0.46787
C -0.28895 -0.70396 0.29046
C -1.54668 -1.23481 0.28398
N -2.15379 -1.44403 -0.80394
O 1.89949 0.47986 0.38536
H -0.42877 2.17690 -0.98517
H 2.42547 2.37357 -0.12841
H 1.69257 -1.40998 0.81136
H -1.82789 -1.36340 1.35529
H -2.83644 -2.17121 -0.87207
```

* frontier orbital gap (spin up / spin down): 7.576 / 8.700 eV
* highest occupied orbital energy (spin up / spin down): -8.92 / -8.99 eV
* spin multiplicity: 1

Löwdin atomic charge list, values in e, 4 entries: atom 1 (C): 0.171, atom 2 (C): -0.294, atom 3 (C): -0.126, atom 4 (C): 0.033

---

# 6
A molecular structure, C5H5NO in a non-equilibrium geometry, computed with wB97M-V/def2-TZVPD.

```
12
Properties=species:S:1:pos:R:3
N 2.86691 1.25653 0.28481
C 1.99232 0.49933 0.28753
C 0.90909 -0.50644 0.30025
O 0.06223 -0.35020 1.45417
C -1.05362 -0.29120 0.58905
C -1.10136 0.86556 -0.33367
C -0.30333 -0.46345 -0.65768
H 1.35841 -1.50380 0.28220
H -1.95198 -0.84897 0.81633
H -2.05600 0.97211 -0.83942
H -0.23267 1.32709 -0.75930
H -0.43872 -1.04095 -1.55182
```

* frontier orbital gap: 10.736 eV
* highest occupied orbital energy: -9.93 eV
* spin multiplicity: 1

Löwdin atomic charge list, values in e, 4 entries: atom 1 (N): 0.163, atom 2 (C): -0.132, atom 3 (C): -0.256, atom 4 (O): -0.010

---

# 7
A single C5H5NO molecule, computed with wB97M-V/def2-TZVPD.

```
12
Properties=species:S:1:pos:R:3
C -2.57145 -1.25125 0.05560
C -1.62018 -0.66258 0.50368
C -0.46065 0.13043 0.90029
O -0.55019 1.08397 1.64603
C 0.82031 -0.25594 0.22519
C 1.12800 0.50479 -1.01464
N 1.90620 0.69975 0.19872
H -3.42122 -1.76157 -0.34392
H 1.09792 -1.30659 0.29595
H 0.41903 1.27327 -1.32078
H 1.64113 -0.00116 -1.82758
H 1.61109 1.54689 0.68147
```

* SMILES: C#CC(=O)[C@H]1CN1
* frontier orbital gap: 10.140 eV
* highest occupied orbital energy: -10.05 eV
* spin multiplicity: 1

Löwdin atomic charge list, values in e, 4 entries: atom 1 (C): 0.156, atom 2 (C): -0.025, atom 3 (C): -0.397, atom 4 (O): 0.110

---

# 8
A molecular structure, C5H5NO in a non-equilibrium geometry, computed with wB97M-V/def2-TZVPD.

```
12
Properties=species:S:1:pos:R:3
C -1.23024 -0.16228 -0.33018
C -0.22842 1.04748 0.02541
C -0.08903 -0.96850 0.33646
C 1.15341 -0.70402 -0.52179
C 1.01253 0.60882 -0.67633
H -0.56027 2.01609 0.16399
H -0.83941 0.24444 1.92227
H -0.27482 -1.94090 0.74846
H 1.88875 -1.37977 -0.94353
H 1.58050 1.14531 -1.38821
N 0.01057 0.22759 1.28091
O -2.42358 -0.13426 -0.61746
```

* frontier orbital gap: 10.582 eV
* highest occupied orbital energy: -9.59 eV
* spin multiplicity: 1

Löwdin atomic charge list, values in e, 4 entries: atom 1 (C): -0.248, atom 2 (C): -0.171, atom 3 (C): -0.206, atom 4 (C): -0.013

---

# 9
A single C5H5NO molecule in a non-equilibrium geometry, computed with wB97M-V/def2-TZVPD.

```
12
Properties=species:S:1:pos:R:3
C -1.01290 2.21334 -0.13897
C -0.53123 1.12484 0.04452
C 0.02009 -0.23498 0.26626
C 1.10364 -0.55219 -0.77780
O 0.63891 -0.34334 1.54499
C -1.03972 -1.26893 0.13303
N -1.79498 -2.14185 0.03428
H -1.43590 3.18083 -0.30370
H 0.68073 -0.50237 -1.78450
H 1.90411 0.18162 -0.65588
H 1.48686 -1.55633 -0.56914
H -0.01959 -0.10063 2.20691
```

* SMILES: C#C[C@@](C)(O)C#N
* frontier orbital gap: 11.685 eV
* highest occupied orbital energy: -11.01 eV
* spin multiplicity: 1

Löwdin atomic charge list, values in e, 4 entries: atom 1 (C): 0.154, atom 2 (C): -0.055, atom 3 (C): -0.581, atom 4 (C): -0.009

---

# 10
2 unconnected molecules or ions with the total composition C5H5NO in a non-equilibrium geometry, computed with wB97M-V/def2-TZVPD.

```
12
Properties=species:S:1:pos:R:3
O 2.27747 -0.46224 -0.56751
C 1.13041 -0.51382 -0.57491
C -0.22776 -0.59005 -0.42719
C -0.74399 0.21654 0.83000
C -0.95839 0.78457 -0.50795
C -0.21885 1.91840 -1.05390
N 0.38396 2.83153 -1.43353
H 0.74300 -2.24069 2.09598
H -0.69578 -1.51781 -0.75090
H 0.08610 0.70669 1.35330
H 0.15906 -1.78270 2.01056
H -1.93523 0.64958 -0.97394
```

* frontier orbital gap (spin up / spin down): 7.968 / 7.968 eV
* highest occupied orbital energy (spin up / spin down): -8.37 / -8.37 eV
* spin multiplicity: 1

Löwdin atomic charge list, values in e, 4 entries: atom 1 (O): 0.276, atom 2 (C): -0.069, atom 3 (C): -0.259, atom 4 (C): -0.055

---

# 11
A single C5H5NO molecule in a non-equilibrium geometry, computed with wB97M-V/def2-TZVPD.

```
12
Properties=species:S:1:pos:R:3
C 0.70735 2.01979 -1.00123
C 0.52221 0.86518 -0.72004
C 0.23567 -0.52834 -0.35556
C 1.46033 -1.24149 0.03995
N 2.40077 -1.82102 0.38042
C -0.81379 -0.58309 0.78388
O -1.99174 0.07146 0.40875
H 0.89461 3.03810 -1.26270
H -0.19112 -1.03958 -1.22694
H -0.37016 -0.16137 1.69585
H -1.07136 -1.62782 0.97296
H -1.78276 1.00819 0.28468
```

* SMILES: C#C[C@@H](C#N)CO
* frontier orbital gap: 11.497 eV
* highest occupied orbital energy: -10.80 eV
* spin multiplicity: 1

Löwdin atomic charge list, values in e, 4 entries: atom 1 (C): 0.148, atom 2 (C): -0.105, atom 3 (C): -0.295, atom 4 (C): -0.183

---

# 12
A single C5H5NO molecule in a non-equilibrium geometry, computed with wB97M-V/def2-TZVPD.

```
12
Properties=species:S:1:pos:R:3
O -0.34357 -2.15895 0.97083
C -0.80914 -0.89391 1.10719
C -1.34462 -0.14995 0.15169
C -1.13475 0.73434 -0.81666
C 0.29297 1.04124 -0.87043
N 1.30115 1.62218 -1.35707
C 1.52773 0.74800 -0.17787
H -0.44253 -2.41938 0.04351
H -0.62952 -0.51059 2.11262
H -1.85993 1.21758 -1.47758
H 1.68982 1.19612 0.80524
H 1.98761 -0.23609 -0.30136
```

* SMILES: OC=C=CC1=NC1
* frontier orbital gap: 9.644 eV
* highest occupied orbital energy: -9.50 eV
* spin multiplicity: 1

Löwdin atomic charge list, values in e, 4 entries: atom 1 (O): 0.028, atom 2 (C): -0.200, atom 3 (C): 0.009, atom 4 (C): -0.026

---

# 13
A single C5H5NO molecule in a non-equilibrium geometry, computed with wB97M-V/def2-TZVPD.

```
12
Properties=species:S:1:pos:R:3
C -1.20761 -0.96551 1.54482
C -0.36290 -0.15668 1.00225
C 0.03387 0.61353 0.00160
C -0.10075 2.02343 0.13302
N -0.13895 3.17494 0.25555
C 0.85170 0.01214 -1.12608
O 0.56519 -1.34434 -1.35830
H -1.73730 -0.62965 0.58875
H -1.31659 -1.60506 2.44070
H 1.90026 0.17015 -0.85081
H 0.66091 0.53841 -2.06455
H 0.82315 -1.84671 -0.57410
```

* SMILES: C=C=C(C#N)CO
* frontier orbital gap: 9.549 eV
* highest occupied orbital energy: -9.45 eV
* spin multiplicity: 1

Löwdin atomic charge list, values in e, 4 entries: atom 1 (C): 0.088, atom 2 (C): -0.084, atom 3 (C): -0.258, atom 4 (C): -0.196

---

# 14
A single C5H5NO molecule in a non-equilibrium geometry, computed with wB97M-V/def2-TZVPD.

```
12
Properties=species:S:1:pos:R:3
O -2.47602 -0.47324 0.32237
C -1.17395 -0.63693 0.39570
C -0.46976 0.57961 -0.00789
C 0.82267 0.72833 0.76575
C 0.87994 0.25950 -0.64500
C 1.23922 -1.11082 -0.95614
N 1.58749 -2.17439 -1.25135
H -2.77807 -1.34638 0.60628
H -0.97913 1.47971 -0.35255
H 0.98744 -0.01235 1.54143
H 1.15770 1.73624 0.97904
H 1.20245 0.97072 -1.39765
```

* frontier orbital gap: 9.711 eV
* highest occupied orbital energy: -8.96 eV
* spin multiplicity: 1

Löwdin atomic charge list, values in e, 4 entries: atom 1 (O): 0.047, atom 2 (C): -0.053, atom 3 (C): -0.252, atom 4 (C): -0.066

---

# 15
A single C5H5NO molecule in a non-equilibrium geometry, computed with wB97M-V/def2-TZVPD.

```
12
Properties=species:S:1:pos:R:3
O 1.38458 0.56634 -1.39981
C 0.08028 0.93288 -1.02715
C -0.41935 0.12782 0.15925
C 0.29765 -0.92561 0.62039
C 0.18906 -1.72346 1.77350
C -1.69895 0.49412 0.69155
N -2.74326 0.82875 1.06367
H 1.98924 0.86291 -0.70689
H 0.01799 2.00065 -0.76446
H -0.55068 0.77828 -1.90737
H 1.17932 -1.15338 0.00199
H 0.27412 -2.78928 1.49532
```

* frontier orbital gap (spin up / spin down): 7.717 / 7.736 eV
* highest occupied orbital energy (spin up / spin down): -9.46 / -8.93 eV
* spin multiplicity: 1

Löwdin atomic charge list, values in e, 4 entries: atom 1 (O): -0.061, atom 2 (C): -0.223, atom 3 (C): -0.222, atom 4 (C): -0.189

---

# 16
A single C5H5NO2 molecule in a non-equilibrium geometry, computed with wB97M-V/def2-TZVPD.

```
13
Properties=species:S:1:pos:R:3
H -1.30017 2.98462 -0.21450
N -1.04106 2.71565 0.83382
C -0.71467 1.55629 0.41107
C -0.76229 1.09340 -0.88370
C -0.50834 -0.22893 -0.88806
C 0.28674 -0.50349 0.42281
C 1.22044 -1.48388 0.95031
O 1.63261 -2.71316 0.45253
O -0.19687 0.64790 1.19101
H -1.34407 1.51022 -1.74793
H -0.73724 -1.00436 -1.79277
H 1.85841 -1.52985 1.78644
H 1.60652 -3.04441 -0.52103
```

* SMILES: [H]/N=C1C=C/C(=C\O)O\1
* frontier orbital gap: 8.191 eV
* highest occupied orbital energy: -8.36 eV
* spin multiplicity: 1

Löwdin atomic charge list, values in e, 4 entries: atom 1 (H): 0.093, atom 2 (N): 0.168, atom 3 (C): -0.608, atom 4 (C): -0.076

---

# 17
A single C5H5NO2 molecule in a non-equilibrium geometry, computed with wB97M-V/def2-TZVPD.

```
13
Properties=species:S:1:pos:R:3
O 3.14953 -0.60337 -0.25022
C 2.12077 -0.01676 -0.15589
C 0.86636 -0.80972 0.00838
C -0.13455 0.06213 0.24955
C -1.59153 -0.13242 0.36184
O -2.41673 0.17502 -0.67170
C 0.66018 1.42158 0.20051
N 1.84662 1.42242 -0.32868
H 1.36724 -1.85043 -0.13708
H -1.66723 0.12369 1.42093
H -1.53443 -1.38079 0.56473
H -2.66405 -0.76251 -1.32158
H -0.00217 2.35117 0.05920
```

* SMILES: O=C1C=C(CO)C=N1
* frontier orbital gap: 9.034 eV
* highest occupied orbital energy: -10.01 eV
* spin multiplicity: 1

Löwdin atomic charge list, values in e, 4 entries: atom 1 (O): 0.128, atom 2 (C): -0.483, atom 3 (C): 0.034, atom 4 (C): -0.181